No. 1
15
Properties=species:S:1:pos:R:3:forces:R:3 method="wB97M-V/def2-TZVPD" homo_energy_ev="-8.4 / -8.4" max_force_ev_per_a=3.95 spin_multiplicity=1 energy_ha=-618.409228 molar_mass_g_mol=144.073 relative_energy_kj_mol=171.3
C 1.39106 1.05818 -0.76994 -1.76 -1.48 -1.37
C -1.83445 -0.90426 0.12750 1.54 -2.26 0.41
C 1.52424 0.04990 0.31635 -1.49 -1.81 -1.04
O -1.55186 0.15198 1.09399 0.33 1.89 -2.12
O 1.08081 0.14203 1.50282 -2.37 -0.06 0.28
O -0.96651 -0.80928 -0.98371 -3.29 1.08 0.27
O 0.24806 -1.32506 -0.73444 3.37 -0.20 2.05
F 0.46105 2.00519 -0.53030 -0.83 1.52 1.37
F 2.57338 -0.71188 0.16314 0.35 0.18 0.15
H 0.88963 0.50739 -1.58189 1.28 -0.06 -0.20
H 2.31452 1.49779 -1.00799 1.37 0.56 -0.37
H -2.83776 -0.90612 -0.27701 -0.27 0.74 0.06
H -1.70608 -1.91643 0.69600 0.14 1.90 -0.94
H -1.54021 1.00740 0.49755 -0.08 -2.10 1.71
H -0.04589 0.15316 1.48793 1.71 0.12 -0.26


No. 2
24
Properties=species:S:1:pos:R:3:forces:R:3 method="wB97M-V/def2-TZVPD" homo_energy_ev=-14.3 smiles="[H]/N=N/[N+](=N/[H])N(C)CC(C)C" total_charge=+1 max_force_ev_per_a=5.75 spin_multiplicity=1 energy_ha=-472.216138 molar_mass_g_mol=144.202 relative_energy_kj_mol=557.1
C 2.04695 -1.49976 0.86973 -0.42 1.44 0.11
C 1.68803 0.16808 -1.13824 -1.29 3.63 4.14
C -1.80918 -0.07309 -1.63123 -1.47 -3.38 1.28
C -0.25828 -0.84984 0.25845 0.76 3.48 0.44
C 1.23088 -0.33057 0.30304 -1.05 -0.14 -0.51
N -0.10388 1.79964 1.81055 -1.68 -0.35 -1.05
N -2.65825 1.84665 0.33918 1.67 0.11 3.28
N -1.11322 1.07539 1.79315 2.33 0.92 3.38
N -1.26919 0.12815 -0.25789 0.52 -0.77 -0.12
N -1.73031 1.03414 0.58526 -2.26 1.04 -5.18
H 2.99976 -1.24226 0.56856 2.54 0.40 -0.06
H 1.98788 -1.50340 1.92584 0.09 0.22 1.24
H 1.99009 -2.51879 0.62803 -1.13 -1.32 -1.25
H 1.79016 -0.62857 -1.74856 0.73 -2.35 -2.26
H 2.55969 0.82682 -0.96428 0.03 -0.90 -0.54
H 0.93211 0.90680 -1.50409 0.36 -0.77 0.01
H -2.82696 -0.76212 -1.73136 2.49 1.85 0.73
H -1.96561 0.85460 -2.03470 -0.54 2.29 -1.32
H -1.03313 -0.60842 -2.20886 -0.35 0.43 0.47
H -0.38715 -1.58715 -0.46140 0.22 -2.08 -0.50
H -0.61378 -1.00195 1.24904 0.00 -1.34 0.79
H 1.38875 0.52350 1.07294 -0.47 -1.39 -1.54
H 0.33258 1.80302 2.74050 -0.47 -0.33 0.22
H -3.17793 1.63912 -0.46366 -0.62 -0.69 -1.78


Repeat the first record exactly.
15
Properties=species:S:1:pos:R:3:forces:R:3 method="wB97M-V/def2-TZVPD" homo_energy_ev="-8.4 / -8.4" max_force_ev_per_a=3.95 spin_multiplicity=1 energy_ha=-618.409228 molar_mass_g_mol=144.073 relative_energy_kj_mol=171.3
C 1.39106 1.05818 -0.76994 -1.76 -1.48 -1.37
C -1.83445 -0.90426 0.12750 1.54 -2.26 0.41
C 1.52424 0.04990 0.31635 -1.49 -1.81 -1.04
O -1.55186 0.15198 1.09399 0.33 1.89 -2.12
O 1.08081 0.14203 1.50282 -2.37 -0.06 0.28
O -0.96651 -0.80928 -0.98371 -3.29 1.08 0.27
O 0.24806 -1.32506 -0.73444 3.37 -0.20 2.05
F 0.46105 2.00519 -0.53030 -0.83 1.52 1.37
F 2.57338 -0.71188 0.16314 0.35 0.18 0.15
H 0.88963 0.50739 -1.58189 1.28 -0.06 -0.20
H 2.31452 1.49779 -1.00799 1.37 0.56 -0.37
H -2.83776 -0.90612 -0.27701 -0.27 0.74 0.06
H -1.70608 -1.91643 0.69600 0.14 1.90 -0.94
H -1.54021 1.00740 0.49755 -0.08 -2.10 1.71
H -0.04589 0.15316 1.48793 1.71 0.12 -0.26